# 1
C6H8LiMnO6 | ωB97M-V/def2-TZVPD

Properties
- expectation value of S² = 8.76
- energy relative to the best compared isomer or geometry (same formula, charge and spin) (kJ/mol) = 0.00
- LUMO energy (spin up / spin down) (eV) = -4.68 / -4.69
- total energy (Eh) = -1843.21978
- net charge = +1
- molar mass (g/mol) = 238.00
- 2S+1 = 6

Positions of all 22 atoms, in Å:
Mn1 2.178 -1.076 1.711
O1 1.744 0.901 2.004
O2 1.386 1.163 -0.232
C1 1.883 -3.003 -0.429
C2 3.031 -2.225 0.191
O3 -0.311 1.617 1.353
C3 0.838 1.281 1.285
H1 2.153 -3.545 -1.347
H2 1.456 -3.730 0.277
H3 3.551 -1.646 -0.592
H4 3.755 -2.978 0.547
Li1 -1.470 -0.108 1.194
O4 0.274 -1.408 1.157
O5 0.773 -2.175 -0.907
C4 0.856 1.839 -1.154
C5 0.675 1.282 -2.497
O6 -0.894 -0.772 -0.597
C6 0.019 -1.475 -0.096
H5 0.405 2.800 -0.873
H6 1.243 1.894 -3.214
H7 1.079 0.275 -2.627
H8 -0.348 1.822 -2.581



# 2
C2H11NO2 | ωB97M-V/def2-TZVPD

Properties
- SMILES = CNC.O.O
- energy relative to the best compared isomer or geometry (same formula, charge and spin) (kJ/mol) = 208.96
- LUMO energy (eV) = 0.51
- total energy (Eh) = -287.95890
- molar mass (g/mol) = 81.12

Positions of all 16 atoms, in Å:
C1 -0.372 -1.747 0.504
N1 -1.748 -1.157 0.236
C2 -1.722 0.312 0.079
H1 0.150 -0.919 1.004
H2 0.254 -2.039 -0.408
H3 -0.486 -2.746 0.934
H4 -1.954 -1.664 -0.720
H5 -1.531 0.543 -1.044
H6 -2.767 0.743 0.208
H7 -0.907 0.839 0.695
O1 1.532 1.319 -2.088
H8 1.844 1.190 -1.196
H9 2.254 0.781 -2.459
O2 2.101 1.631 1.622
H10 1.530 2.145 1.109
H11 1.824 0.768 1.523



# 3
C22H20F5IN3O2Ru | ωB97M-V/def2-TZVPD

Properties
- energy relative to the best compared isomer or geometry (same formula, charge and spin) (kJ/mol) = 150.51
- LUMO energy (spin up / spin down) (eV) = -6.94 / -6.94
- total energy (Eh) = -2056.63500
- net charge = +1
- molar mass (g/mol) = 681.39

Positions of all 54 atoms, in Å:
Ru1 0.252 1.369 -0.682
C1 -4.318 1.142 0.030
C2 -3.574 0.053 0.713
N1 -4.208 -0.783 1.474
C3 -3.574 -1.714 2.170
C4 -2.192 -1.797 2.216
C5 -1.582 -2.908 3.042
O1 -0.584 -2.489 3.939
C6 -1.425 -0.923 1.415
C7 -0.003 -0.839 1.593
N2 0.883 -0.296 0.817
C8 2.234 -0.354 1.167
C9 2.717 -1.445 1.911
C10 4.041 -1.562 2.275
C11 4.955 -0.593 1.894
C12 4.523 0.487 1.145
C13 3.190 0.596 0.782
I1 2.728 2.344 -0.412
C14 -2.136 -0.046 0.529
O2 -1.598 0.680 -0.352
H1 -5.332 1.182 0.418
H2 -4.359 0.966 -1.045
H3 -3.802 2.089 0.191
H4 -4.198 -2.400 2.724
H5 -1.101 -3.623 2.365
H6 -2.387 -3.432 3.570
H7 -0.986 -2.012 4.674
H8 0.324 -1.254 2.551
H9 2.025 -2.225 2.186
H10 4.360 -2.407 2.865
H11 5.997 -0.681 2.156
H12 5.215 1.254 0.830
C15 2.959 0.634 -3.339
C16 1.603 0.078 -3.453
C17 1.265 -0.824 -4.506
C18 -0.070 -1.069 -4.395
C19 -0.529 -0.297 -3.284
C20 -1.952 -0.222 -2.926
N3 0.505 0.364 -2.696
H13 3.550 0.295 -4.187
H14 3.457 0.313 -2.421
H15 2.945 1.725 -3.335
H16 1.957 -1.198 -5.232
H17 -0.688 -1.690 -5.010
H18 -2.557 -0.503 -3.787
H19 -2.232 0.772 -2.576
H20 -2.173 -0.933 -2.126
F1 0.756 3.024 1.786
C21 -0.212 2.610 0.915
F2 -1.204 2.148 1.736
C22 -0.743 3.829 0.153
F3 -1.541 3.385 -0.863
F4 0.267 4.473 -0.450
F5 -1.449 4.709 0.845



# 4
H4NS | ωB97M-V/def2-TZVPD

Properties
- energy relative to the best compared isomer or geometry (same formula, charge and spin) (kJ/mol) = 15.84
- LUMO energy (eV) = 4.91
- total energy (Eh) = -455.36867
- net charge = -1
- molar mass (g/mol) = 50.11

Positions of all 6 atoms, in Å:
S1 0.544 -0.002 -1.691
H1 1.510 -0.281 -2.574
N1 -0.412 0.146 1.271
H2 -1.132 0.804 1.011
H3 -0.740 -0.770 1.524
H4 0.230 0.103 0.459



# 5
C5H12N3 | ωB97M-V/def2-TZVPD

Properties
- SMILES = CN[C@H]1C=C[N@@H+](C)N1
- energy relative to the best compared isomer or geometry (same formula, charge and spin) (kJ/mol) = 376.97
- LUMO energy (eV) = -2.87
- total energy (Eh) = -361.62453
- net charge = +1
- molar mass (g/mol) = 114.17

Positions of all 20 atoms, in Å:
C1 -1.988 0.244 -0.799
N1 -1.599 0.331 0.664
C2 -0.650 -0.567 1.099
C3 -0.136 -1.460 0.013
C4 1.064 -1.119 -0.320
N2 1.655 0.032 0.442
C5 1.760 1.181 -0.532
N3 0.609 0.213 1.426
H1 -2.959 0.709 -0.956
H2 -1.246 0.664 -1.458
H3 -2.272 -0.718 -1.169
H4 -2.499 0.245 1.187
H5 -0.963 -1.263 1.936
H6 -0.717 -2.106 -0.578
H7 1.740 -1.462 -1.091
H8 2.529 -0.397 0.844
H9 1.080 0.851 -1.334
H10 1.460 2.097 -0.078
H11 2.722 1.271 -1.005
H12 0.409 1.255 1.709



# 6
C3H5N | ωB97M-V/def2-TZVPD

Properties
- SMILES = C[C@@H]1C=N1
- energy relative to the best compared isomer or geometry (same formula, charge and spin) (kJ/mol) = 288.27
- LUMO energy (eV) = 1.24
- total energy (Eh) = -171.94528
- molar mass (g/mol) = 55.08

Positions of all 9 atoms, in Å:
C1 -1.018 -0.393 -0.245
C2 0.252 0.034 0.583
C3 1.378 0.604 -0.196
N1 1.546 -0.614 0.096
H1 -1.384 -1.278 -0.010
H2 -0.985 -0.384 -1.312
H3 -1.729 0.439 0.074
H4 0.042 0.360 1.741
H5 1.898 1.231 -0.731